# 1
Density functional theory data (ωB97M-V/def2-TZVPD) for C30H27N12O2PtSSe as an isolated structure.

Properties
Kohn-Sham gap (alpha / beta)   0.1671 / 0.1659 Ha
Charge   +3
Largest force on an atom   4.780 eV/Å
Relative energy (zero: lowest compared OMol25 entry of this formula, charge and spin)   78.9 kcal per mole
2S+1   5
Energy   -4884.6745 Ha

Geometry as XYZ:
```
74
Properties=species:S:1:pos:R:3:lowdin_spin:R:1
Pt 0.80607 -0.10058 -1.68132 0.309
O -1.77837 -4.19217 4.04155 0.057
N -2.82384 -3.46437 3.95989 0.037
O -3.92487 -3.69495 4.57028 0.252
C -2.82376 -2.41537 3.13661 0.307
C -0.55558 -2.70246 2.11156 0.020
C 0.56019 -1.77241 1.90477 0.106
C 1.02577 -0.94788 2.94355 -0.016
C 2.33236 -0.40859 2.86388 0.127
C 3.08194 -0.61377 1.72662 0.009
N 2.58015 -1.17532 0.61848 0.088
C 1.30907 -1.62516 0.73036 0.020
C -3.60457 -0.32001 2.41459 0.038
N -4.00977 0.91255 2.56260 0.029
C -4.92747 1.10567 3.52106 0.020
C -5.25294 0.12983 4.48484 -0.013
C -4.81269 -1.22456 4.31434 0.052
C -3.92406 -1.42962 3.28132 -0.014
H -0.58955 -3.21320 3.14267 0.002
H 0.36129 -0.73421 3.79153 -0.003
H 2.68133 0.16872 3.76457 0.005
H 4.18005 -0.38736 1.69285 -0.001
H -5.40047 2.04236 3.68598 0.000
H -5.91172 0.39896 5.27207 -0.001
H -5.06513 -2.01190 5.05922 0.003
N -1.58983 0.20191 1.12606 0.105
C -2.33587 -0.64626 1.85887 0.075
N -1.87663 -1.99193 2.16862 0.064
C -0.68149 -3.87965 1.07588 0.097
N -0.89407 -5.09905 1.52366 0.134
N -0.51262 -3.79039 -0.22884 0.084
C -0.07171 -2.70208 -0.92347 0.266
N 0.73307 -1.70279 -0.49163 0.317
C -0.43704 -2.66488 -2.30063 0.027
C -1.03918 -3.72025 -3.03002 0.101
C -1.14211 -3.53726 -4.38377 0.018
C -0.34504 -2.54830 -4.99029 0.111
C 0.15804 -1.53146 -4.17310 0.043
N 0.02964 -1.49380 -2.87420 0.092
H -0.95895 -0.06835 0.38672 0.003
H -2.03114 1.09495 1.11572 0.003
H -0.90371 -5.25301 2.51744 0.003
H -0.86478 -5.87865 0.91405 0.004
H -1.61084 -4.54875 -2.52117 0.005
H -1.80616 -4.18318 -5.00086 -0.001
H -0.41255 -2.38504 -6.07643 0.005
H 0.54283 -0.62550 -4.61960 0.017
Se -0.43776 1.50038 -3.25445 0.715
C 0.74428 2.73428 -3.91122 0.104
C 1.39078 2.51731 -5.17891 0.044
C 2.36014 3.36977 -5.65397 0.001
C 2.63647 4.54625 -4.93254 0.043
C 2.00197 4.77495 -3.71678 0.003
C 1.08448 3.83585 -3.13500 0.050
H 1.13643 1.62895 -5.71460 0.003
H 2.83467 3.07470 -6.59403 0.000
H 3.29244 5.20613 -5.39420 0.002
H 2.35883 5.60186 -3.11711 0.000
H 0.76524 4.02237 -2.11708 0.003
C 0.63362 4.40671 1.85790 0.000
C 2.08050 4.24959 1.40404 0.001
C 2.33127 3.15115 0.36517 0.003
N 1.47690 2.21024 0.09764 0.000
N 2.00161 1.28544 -0.83359 0.010
C 3.31290 1.33468 -0.91093 0.005
N 4.02696 0.21296 -1.23970 0.005
S 3.93306 2.82976 -0.21991 0.000
H 0.63672 5.09436 2.69120 0.000
H 0.15785 3.45450 2.24247 0.000
H -0.00556 4.87338 1.08084 0.000
H 2.71137 3.99197 2.33078 0.000
H 2.43329 5.23623 0.93874 0.000
H 3.58856 -0.63057 -0.76377 0.000
H 5.04970 0.11629 -1.30786 0.000
```

# 2
Density functional theory data (ωB97M-V/def2-TZVPD) for a 2-piece molecular cluster, C30H27N2O overall.

Properties
Kohn-Sham gap   0.1780 Ha
Charge   +1
Largest force on an atom   1.542 eV/Å
Relative energy (zero: lowest compared OMol25 entry of this formula, charge and spin)   12.7 kcal per mole
Energy   -1343.8933 Ha

Geometry as XYZ:
```
60
Properties=species:S:1:pos:R:3:lowdin_charge:R:1
C -3.29042 -1.54432 0.44892 -0.080
C -3.47203 -0.26001 -0.08409 -0.076
C -2.54997 0.75685 0.19418 -0.030
C -1.44736 0.47528 1.01624 -0.145
C -0.40505 1.47778 1.37619 -0.332
N 0.38473 1.20556 2.37207 0.050
C 1.54876 2.08657 2.49786 -0.233
C 1.19462 3.54763 2.28763 -0.189
C 0.57150 3.73555 0.91904 -0.182
N -0.32202 2.62090 0.63884 0.061
C -1.28616 -0.79732 1.56960 -0.035
C -2.18924 -1.81467 1.27183 -0.079
H -4.00023 -2.34277 0.22767 0.103
H -4.33566 -0.05434 -0.71958 0.106
H -2.70888 1.76109 -0.19798 0.105
H 1.91178 1.90045 3.51401 0.096
H 2.34644 1.83376 1.76526 0.126
H 0.46484 3.84446 3.04463 0.112
H 2.08406 4.17368 2.39277 0.114
H -0.00631 4.66059 0.88373 0.118
H 1.36994 3.79332 0.16961 0.120
H -0.92918 2.69000 -0.16654 0.121
H -0.44892 -0.95840 2.24730 0.098
H -2.03365 -2.80801 1.68993 0.086
C 0.44565 2.02266 11.17728 -0.039
O 1.11779 1.59434 9.96119 -0.048
C 0.31625 1.23397 8.92205 -0.219
C 0.92696 0.69137 7.75950 0.042
C 0.14185 0.21497 6.73113 0.015
C -1.27531 0.21216 6.82950 -0.131
C -2.12901 -0.45772 5.89584 0.053
C -3.53595 -0.15996 5.70598 -0.100
C -4.14395 -1.26594 5.02783 -0.087
C -5.51712 -1.30958 4.82521 0.018
C -6.29813 -0.22050 5.24173 -0.023
C -5.69897 0.89908 5.85297 -0.040
C -4.31755 0.93537 6.07734 0.002
C -3.09456 -2.23036 4.72574 -0.096
C -1.84844 -1.70553 5.21857 -0.090
C -0.68139 -2.45483 5.07532 0.021
C -0.74588 -3.70079 4.44278 -0.040
C -1.97434 -4.22198 3.99417 -0.039
C -3.16002 -3.48924 4.14988 0.000
C -1.85831 0.81415 7.97318 0.013
C -1.09402 1.33545 8.99371 0.013
H 1.26779 2.23362 11.86131 0.101
H -0.15855 2.93061 11.01056 0.102
H -0.20306 1.22725 11.58300 0.106
H 2.01482 0.64116 7.72910 0.135
H 0.60892 -0.15777 5.82393 0.115
H -5.94771 -2.19259 4.35409 0.122
H -7.37946 -0.23092 5.08899 0.119
H -6.31766 1.74487 6.16444 0.116
H -3.84424 1.80805 6.52121 0.120
H 0.25827 -2.06959 5.45659 0.108
H 0.16819 -4.28285 4.30034 0.118
H -2.00003 -5.20454 3.51751 0.122
H -4.13064 -3.86780 3.82999 0.125
H -2.93636 0.83854 8.10168 0.116
H -1.58229 1.77304 9.86866 0.115
```

# 3
Density functional theory data (ωB97M-V/def2-TZVPD) for C30H27N4O4RuS2 as an isolated structure.

Properties
Kohn-Sham gap (alpha / beta)   0.3246 / 0.2417 Ha
Charge   +2
Largest force on an atom   0.613 eV/Å
Relative energy (zero: lowest compared OMol25 entry of this formula, charge and spin)   0.0 kcal per mole
2S+1   2
Energy   -2570.1805 Ha

Geometry as XYZ:
```
68
Properties=species:S:1:pos:R:3:lowdin_spin:R:1
Ru 1.40169 1.48116 0.52366 0.801
C -3.01404 -2.42028 5.78403 0.000
C -2.36597 -1.37307 4.92816 0.000
C -1.04206 -1.51098 4.50965 0.000
C -0.42705 -0.53286 3.74961 0.000
C -1.15304 0.60135 3.40502 0.001
C -2.46968 0.77623 3.82193 0.000
C -3.06670 -0.21946 4.57138 0.000
S -0.44474 1.85479 2.43495 0.004
O -0.68195 1.59556 0.96372 -0.005
O -0.86717 3.13185 2.88559 0.000
O 1.08117 1.61300 2.48680 0.057
H -2.50515 -3.37845 5.69765 0.000
H -4.06179 -2.55376 5.51833 0.000
H -2.97935 -2.11805 6.83260 0.000
H -0.48122 -2.39098 4.79878 0.000
H 0.60955 -0.63465 3.45671 0.000
H -3.00790 1.68150 3.57401 0.000
H -4.08991 -0.09375 4.90167 0.000
N 1.21003 -0.51833 0.16689 0.103
S -0.21290 -1.28830 0.39380 0.011
C 0.24866 -2.97566 0.74209 0.006
C 1.50108 -3.25413 1.26693 0.001
C 1.79877 -4.56439 1.61822 0.000
C 0.85016 -5.56255 1.45794 0.000
C -0.40679 -5.26114 0.94688 0.000
C -0.71950 -3.96124 0.58640 0.001
C -1.01213 -1.42422 -1.18119 0.004
C -0.46674 -2.18692 -2.20980 0.001
C -1.11459 -2.21160 -3.43173 0.000
C -2.29171 -1.48877 -3.61034 0.000
C -2.82435 -0.73403 -2.57583 0.000
C -2.18033 -0.69337 -1.34603 0.000
H 1.73243 -0.89114 -0.62048 0.004
H 2.23112 -2.46832 1.40195 0.001
H 2.77464 -4.80057 2.01977 0.000
H 1.08818 -6.58089 1.73326 0.000
H -1.14600 -6.04088 0.82486 0.000
H -1.69618 -3.72633 0.18239 0.000
H 0.42951 -2.77509 -2.05004 0.000
H -0.71579 -2.80812 -4.24099 0.000
H -2.80189 -1.52669 -4.56368 0.000
H -3.74387 -0.18363 -2.72047 0.000
H -2.57597 -0.10413 -0.52844 0.000
O 4.40644 1.08078 0.66394 -0.008
C 3.29892 1.26387 0.59020 -0.014
N 1.49105 1.66883 -1.52314 -0.003
C 1.51190 1.76078 -2.66698 0.008
C 1.52728 1.88241 -4.08496 0.001
C 0.31722 1.83331 -4.78358 0.003
C 0.33841 1.95646 -6.15956 0.000
C 1.54859 2.12444 -6.82325 0.004
C 2.74802 2.17086 -6.12213 0.000
C 2.74762 2.05039 -4.74559 0.003
H -0.61526 1.70296 -4.25052 0.000
H -0.58682 1.92472 -6.71759 0.000
H 1.55693 2.22163 -7.90059 0.000
H 3.68169 2.30267 -6.65051 0.000
H 3.67236 2.08672 -4.18577 0.000
N 1.85743 5.61557 1.11604 0.004
C 0.69547 5.64397 0.38294 0.001
C 0.43945 4.35826 0.04226 0.000
N 1.44337 3.55936 0.55635 0.004
C 2.28059 4.35265 1.20386 0.008
H 2.31650 6.41188 1.53037 0.000
H 0.16101 6.55490 0.18336 0.000
H -0.38975 3.94697 -0.50466 0.000
H 3.16103 4.04689 1.74295 0.000
```

# 4
Density functional theory data (ωB97M-V/def2-TZVPD) for C30H27N6O9S3SbV as an isolated structure.

Properties
Kohn-Sham gap (alpha / beta)   0.2177 / 0.2178 Ha
Charge   -1
Largest force on an atom   1.671 eV/Å
Relative energy (zero: lowest compared OMol25 entry of this formula, charge and spin)   27.1 kcal per mole
Energy   -4543.8927 Ha

Geometry as XYZ:
```
77
Properties=species:S:1:pos:R:3:lowdin_charge:R:1
V -2.51332 -0.03929 -1.10708 0.388
C -3.24441 3.30784 -2.73091 -0.088
O -2.27543 2.27434 -2.84316 -0.168
C -0.98270 2.62238 -2.62843 -0.236
C -0.50947 3.92367 -2.76646 -0.014
C 0.83632 4.19573 -2.58281 -0.073
C 1.71874 3.17662 -2.26046 -0.077
C 1.24685 1.88701 -2.10706 -0.027
C -0.09867 1.60018 -2.28395 -0.159
N -0.60346 0.26949 -2.03854 0.037
N 0.29242 -0.59641 -2.21403 0.148
C 0.08813 -1.93657 -2.09580 -0.141
C -1.19283 -2.48430 -2.03111 -0.306
O -2.21849 -1.70814 -1.91599 -0.272
C -1.37825 -3.89396 -2.14278 0.019
C -0.29532 -4.70214 -2.23774 -0.016
C 1.03756 -4.18499 -2.26795 -0.175
C 2.14993 -5.04830 -2.34537 -0.041
C 3.42306 -4.54612 -2.38562 -0.088
C 3.62166 -3.15507 -2.35555 -0.074
C 2.55773 -2.29464 -2.27689 -0.028
C 1.23993 -2.79111 -2.22438 -0.113
H -3.19827 3.97989 -3.59072 0.093
H -4.21185 2.81493 -2.70061 0.038
H -3.09755 3.87257 -1.80728 0.108
H -1.19160 4.72222 -3.01816 0.104
H 1.18946 5.21437 -2.67640 0.103
H 2.76288 3.38690 -2.07572 0.104
H 1.90836 1.10563 -1.77189 0.099
H -2.38953 -4.27518 -2.11725 0.124
H -0.42463 -5.77707 -2.29278 0.116
H 1.97707 -6.11774 -2.37014 0.109
H 4.27300 -5.21353 -2.43816 0.098
H 4.62774 -2.75710 -2.38694 0.103
H 2.71610 -1.22615 -2.24011 0.106
S -6.90564 0.29805 0.69928 -0.269
Sb -5.55708 -1.08262 -0.40304 0.338
S -3.28989 -1.19374 0.65198 0.197
S -4.36411 0.28323 -2.17210 0.228
O -3.52737 2.55067 1.24909 0.128
C -2.42299 2.25248 0.89084 -0.466
O -2.31190 1.40381 -0.17801 -0.256
C -1.16225 2.81232 1.41102 -0.035
C -1.31895 3.90168 2.24246 0.070
C -0.21799 4.52972 2.81024 -0.155
C 1.06721 4.06146 2.56732 0.071
C 1.24624 2.98827 1.73707 -0.051
C 0.15154 2.25122 1.10434 -0.305
O 0.30796 1.22741 0.43901 -0.003
N 2.62698 2.56754 1.53139 -0.343
O 2.91455 1.96820 0.51139 0.063
O 3.44735 2.86350 2.38997 0.043
N -0.40157 5.68384 3.65675 -0.373
O -1.53870 6.08218 3.85385 0.050
O 0.59186 6.21152 4.13705 0.042
H -2.31446 4.26741 2.45018 0.132
H 1.92065 4.54043 3.02192 0.127
C -0.41543 -1.19954 2.69239 -0.169
C 0.38381 -1.88478 3.83252 -0.154
N 1.32017 -2.87038 3.28383 -0.166
C 0.56673 -3.86605 2.52043 -0.159
C -0.24075 -3.17992 1.38652 -0.164
N 0.00008 -1.73737 1.39704 -0.150
C 1.43877 -1.50309 1.22295 -0.143
C 2.23335 -2.18010 2.36862 -0.151
H -0.25342 -0.12058 2.67601 0.109
H -1.48868 -1.36854 2.80362 0.073
H -0.28147 -2.40042 4.52983 0.109
H 0.96043 -1.15575 4.40625 0.112
H -0.09185 -4.40019 3.21040 0.109
H 1.27943 -4.59060 2.11660 0.109
H -1.31519 -3.34366 1.50702 0.093
H 0.04207 -3.56870 0.40540 0.097
H 1.60483 -0.43036 1.18280 0.091
H 1.72934 -1.91461 0.25672 0.095
H 2.79994 -1.44505 2.94507 0.113
H 2.94520 -2.91483 1.98219 0.109
```

> The highest relative energy (zero: lowest compared OMol25 entry of this formula, charge and spin) belongs to which entry?

C30H27N12O2PtSSe

> Among the records above, which one has the lowest largest force on an atom?

C30H27N4O4RuS2

> Which of these has the lowest energy?

C30H27N12O2PtSSe

> Which value of largest force on an atom does entry 4 give?

1.671 eV/Å